[1]
DFT (the ωB97M-V functional and the def2-TZVPD basis) results for C5H12N4 in the gas phase.

Calculated values
**Total charge**: 0
**Maximum force**: 2.51 eV Å⁻¹
**SMILES string**: [H]/N=C1\C(N)(N)[C@]1(N)CC
**Electronic energy**: -11338.113 eV

Each line ends with the Mulliken charge.
Positions of all 21 atoms, in Å:
H (1.8717, -2.9238, 0.0262)  0.269
N (0.9566, -2.6132, -0.3053)  -0.769
C (0.7601, -1.3821, -0.1942)  0.107
C (1.2712, -0.0109, 0.0829)  0.082
N (1.5370, 0.3553, 1.4345)  -0.606
N (2.2332, 0.5426, -0.8262)  -0.661
C (-0.1574, -0.2809, -0.4893)  0.519
N (-0.4033, 0.0410, -1.8570)  -0.538
C (-1.3636, -0.3636, 0.5263)  -0.522
C (-1.9695, 1.0265, 0.7193)  -1.236
H (0.9697, -0.0988, 2.1383)  0.287
H (1.4474, 1.3438, 1.6447)  0.257
H (1.9930, 0.2653, -1.7732)  0.338
H (2.2245, 1.5569, -0.7719)  0.259
H (-0.9129, -0.6962, -2.3329)  0.282
H (-0.9297, 0.9032, -1.9451)  0.264
H (-1.0474, -0.7539, 1.4954)  0.351
H (-2.1125, -1.0470, 0.1167)  0.359
H (-2.7912, 0.9855, 1.4317)  0.390
H (-1.2243, 1.7240, 1.0978)  0.270
H (-2.3526, 1.4263, -0.2186)  0.300


[2]
DFT (the ωB97M-V functional and the def2-TZVPD basis) results for 2 unconnected molecules or ions with the total composition C5H12N4.

Calculated values
**Total charge**: +2
**Maximum force**: 6.67 eV Å⁻¹
**Electronic energy**: -11318.128 eV

Each line ends with the Mulliken charge.
Positions of all 21 atoms, in Å:
C (0.0708, -0.4516, -0.8056)  -0.176
C (-2.4725, -0.1838, -0.5518)  0.333
C (-1.2608, 0.1623, -1.2669)  -0.541
C (-4.4866, -0.1033, 1.0027)  -0.590
C (2.7487, 1.3061, 0.6484)  -0.700
N (0.9680, 0.3215, -0.4050)  0.520
N (-3.3376, -0.1051, 0.2424)  0.097
N (2.0903, 0.7590, -0.4285)  -0.310
N (3.2520, -1.2127, -0.1264)  -0.716
H (0.2935, -1.4343, -0.8743)  0.508
H (-1.0726, 1.2964, -1.2434)  0.308
H (-1.4725, -0.1386, -2.4449)  0.352
H (-5.2916, 0.1842, 0.4121)  0.340
H (-4.3054, 0.6501, 1.7606)  0.324
H (-4.6361, -1.1860, 1.3735)  0.315
H (2.7369, 0.7248, 1.5098)  0.393
H (3.7200, 1.6276, 0.2597)  0.345
H (2.2947, 2.2839, 1.0009)  0.349
H (3.6494, -1.7042, -0.9323)  0.248
H (2.5312, -1.7985, 0.3337)  0.299
H (3.9804, -0.9977, 0.5353)  0.302


[3]
DFT (the ωB97M-V functional and the def2-TZVPD basis) results for a gas-phase ion, C5H12N5 (charge +1).

Calculated values
**Total charge**: +1
**Maximum force**: 3.95 eV Å⁻¹
**Electronic energy**: -12817.488 eV

Each line ends with the Mulliken charge.
Positions of all 22 atoms, in Å:
C (1.6865, 0.6420, 0.3337)  -1.411
C (0.5743, -1.0944, -1.1795)  -1.413
C (0.8607, -1.6184, 1.2067)  -1.390
C (-0.8722, 2.2333, -0.5848)  -0.835
C (0.6245, -0.4780, 0.2806)  1.060
N (-2.9617, -0.4380, 0.1701)  1.021
N (-3.0206, -1.3680, 0.7268)  -0.209
N (-2.7482, 0.6418, -0.3582)  -1.017
N (-0.7483, -0.0989, 0.1833)  -0.469
N (-1.3839, 0.9007, -0.1899)  1.009
H (1.5886, 1.5498, -0.2128)  0.379
H (1.6124, 0.8898, 1.3809)  0.448
H (2.7111, 0.2597, 0.1350)  0.386
H (1.6814, -1.1037, -1.3773)  0.391
H (0.1218, -2.0305, -1.0725)  0.471
H (-0.0288, -0.5148, -1.8688)  0.381
H (0.1890, -2.4729, 0.9412)  0.362
H (1.8379, -2.1010, 0.9271)  0.368
H (0.7626, -1.4459, 2.2344)  0.404
H (-0.1981, 2.3294, -1.4385)  0.307
H (-1.7978, 2.7945, -0.7164)  0.359
H (-0.4913, 2.5237, 0.4787)  0.399


[4]
DFT (the ωB97M-V functional and the def2-TZVPD basis) results for 2 unconnected molecules or ions with the total composition C5H12N5.

Calculated values
**Total charge**: +1
**Maximum force**: 4.85 eV Å⁻¹
**Electronic energy**: -12816.603 eV
**Spin multiplicity**: 3
**Expectation value of S²**: 2.02

Each line ends with the Mulliken charge.
Positions of all 22 atoms, in Å:
C (-2.2955, -1.2373, 0.5752)  0.041
C (1.7444, -1.7549, -0.2238)  -0.897
C (2.3270, 0.4484, 0.4913)  -1.121
C (-1.1027, 1.9369, 0.2245)  -0.660
C (0.9132, 0.2972, -1.3415)  -0.432
N (-3.3798, -0.7051, 0.0689)  -0.526
N (-1.2785, -0.4024, 0.7874)  -0.494
N (-3.0995, 0.5900, 0.0312)  -0.077
N (-1.7432, 0.8099, 0.3211)  0.531
N (1.7142, -0.3198, -0.5651)  0.226
H (-2.1228, -2.2700, 0.8830)  0.397
H (2.6664, -1.9696, 0.2982)  0.312
H (0.9732, -1.9777, 0.4859)  0.353
H (1.6699, -2.3677, -1.0504)  0.404
H (1.7280, 0.4012, 1.4028)  0.374
H (3.2233, 0.0046, 0.6097)  0.416
H (2.5188, 1.4692, 0.2287)  0.435
H (-0.2687, 2.0308, 0.8244)  0.497
H (-1.6104, 2.8039, -0.2348)  0.261
H (0.3066, -0.2743, -1.9909)  0.330
H (0.8393, 1.4734, -1.2599)  0.398
H (-3.7232, 1.0133, -0.5658)  0.233


[5]
DFT (the ωB97M-V functional and the def2-TZVPD basis) results for a gas-phase ion, C5H12NO (charge -1).

Calculated values
**Total charge**: -1
**Maximum force**: 1.49 eV Å⁻¹
**SMILES string**: CC[C@@H](C[O-])NC
**Electronic energy**: -8916.297 eV

Each line ends with the Mulliken charge.
Positions of all 19 atoms, in Å:
C (-1.7143, 0.5147, -1.4066)  -1.302
C (-0.2790, 0.2819, -0.9786)  -0.555
C (-0.2189, 0.2125, 0.5680)  0.123
C (-0.7499, -1.2064, 1.0747)  -0.387
O (0.2621, -2.0797, 1.3516)  -0.945
N (1.1181, 0.3561, 1.1359)  -0.493
C (2.2464, 0.4491, 0.2342)  -0.903
H (-1.9262, 0.7005, -2.4588)  0.355
H (-2.3979, -0.2201, -0.9960)  0.326
H (-2.0931, 1.4259, -0.9089)  0.306
H (0.1065, -0.6950, -1.2706)  0.319
H (0.3374, 1.1262, -1.2717)  0.283
H (-0.8547, 0.9691, 1.0486)  0.260
H (-1.3493, -1.0077, 1.9873)  0.241
H (-1.4095, -1.6161, 0.2757)  0.170
H (1.2151, -0.5433, 1.6344)  0.326
H (2.3281, -0.3621, -0.5099)  0.256
H (3.1566, 0.3353, 0.8390)  0.330
H (2.2224, 1.3592, -0.3484)  0.291


[6]
DFT (the ωB97M-V functional and the def2-TZVPD basis) results for a gas-phase ion, C5H12NO (charge -1).

Calculated values
**Total charge**: -1
**Maximum force**: 2.39 eV Å⁻¹
**SMILES string**: CC(C)[C@H](N)C[O-]
**Electronic energy**: -8916.542 eV

Each line ends with the Mulliken charge.
Positions of all 19 atoms, in Å:
C (1.6269, -0.0269, -0.2171)  -1.521
C (0.3981, -0.6495, 0.4546)  0.489
C (0.2107, -2.0478, -0.2206)  -1.525
C (-0.8134, 0.2419, 0.2586)  -0.162
N (-1.2794, 0.3232, -1.1669)  -0.831
C (-0.7108, 1.7510, 0.7683)  -0.627
O (-0.0792, 2.4957, -0.1764)  -0.886
H (2.4971, -0.6810, -0.1366)  0.474
H (1.4438, 0.3603, -1.2225)  0.287
H (2.1255, 0.8025, 0.3128)  0.333
H (0.6099, -0.8284, 1.5096)  0.303
H (-0.5708, -2.6522, 0.2555)  0.376
H (1.1743, -2.5452, -0.0629)  0.434
H (0.0553, -1.9460, -1.2921)  0.327
H (-1.7099, -0.2371, 0.6891)  0.419
H (-2.2126, 0.7338, -1.1742)  0.269
H (-0.7978, 1.2045, -1.4355)  0.340
H (-0.2084, 1.7259, 1.7625)  0.207
H (-1.7593, 1.9754, 1.0940)  0.294


[7]
DFT (the ωB97M-V functional and the def2-TZVPD basis) results for 2 unconnected molecules or ions with the total composition C5H12NO.

Calculated values
**Total charge**: -1
**Maximum force**: 0.54 eV Å⁻¹
**Electronic energy**: -8916.207 eV

Each line ends with the Mulliken charge.
Positions of all 19 atoms, in Å:
N (-0.3911, 3.1057, -1.2808)  -0.658
C (-0.8786, 2.7353, 0.1090)  -0.409
O (-0.1189, 1.7940, 0.6515)  -0.767
H (-0.7239, 4.0172, -1.5761)  0.251
H (0.6214, 3.1345, -1.1985)  0.159
H (-0.9176, 3.6846, 0.7007)  0.222
H (-1.9468, 2.4175, -0.0595)  0.166
C (0.5796, -0.6638, -0.9981)  -0.787
C (0.0139, -1.1157, 0.3510)  -0.186
C (0.0391, -2.6006, 0.5108)  -0.082
C (0.6394, -3.2392, 1.5143)  -0.752
H (0.0603, -1.1559, -1.8277)  0.292
H (0.4901, 0.4190, -1.0484)  0.086
H (1.6416, -0.9400, -1.0505)  0.265
H (-1.0110, -0.7346, 0.4128)  0.220
H (0.5622, -0.6449, 1.1665)  0.199
H (-0.4403, -3.2011, -0.2632)  0.256
H (0.6228, -4.3223, 1.5939)  0.256
H (1.1579, -2.6895, 2.2922)  0.268


[8]
DFT (the ωB97M-V functional and the def2-TZVPD basis) results for a gas-phase ion, C5H12NO (charge -1).

Calculated values
**Total charge**: -1
**Maximum force**: 3.16 eV Å⁻¹
**SMILES string**: CCNCCC[O-]
**Electronic energy**: -8916.295 eV

Each line ends with the Mulliken charge.
Positions of all 19 atoms, in Å:
C (2.4969, 1.0685, -0.8824)  -1.415
C (1.2296, 1.0679, -0.0276)  -0.126
N (0.7512, -0.2340, 0.1901)  -0.407
C (-0.3268, -0.3371, 1.1842)  -0.767
C (-1.7254, -0.2336, 0.5200)  -0.621
C (-2.0617, -1.4445, -0.3754)  -0.372
O (-1.1435, -1.7252, -1.3489)  -0.917
H (3.2937, 0.4581, -0.4608)  0.343
H (2.8548, 2.0459, -1.0590)  0.413
H (2.2856, 0.5425, -1.7800)  0.326
H (1.4694, 1.6506, 0.8865)  0.291
H (0.5297, 1.7387, -0.5949)  0.177
H (0.2439, -0.8419, -0.6604)  0.353
H (-0.2449, 0.5193, 1.8654)  0.342
H (-0.2255, -1.2701, 1.7132)  0.308
H (-1.7398, 0.7377, -0.0231)  0.262
H (-2.4571, -0.1140, 1.3479)  0.316
H (-3.0432, -1.3200, -0.8151)  0.313
H (-2.1872, -2.3089, 0.3203)  0.182


[9]
DFT (the ωB97M-V functional and the def2-TZVPD basis) results for a molecular structure, C5H12NO.

Calculated values
**Total charge**: -1
**Maximum force**: 2.63 eV Å⁻¹
**Electronic energy**: -8913.631 eV

Each line ends with the Mulliken charge.
Positions of all 19 atoms, in Å:
C (-1.5401, -0.1797, 0.4564)  -0.297
N (-1.1276, -0.2682, -0.9023)  -0.769
C (-0.0903, -1.2205, -1.1150)  -0.706
C (1.3308, -0.7249, -0.8135)  -0.137
C (2.0652, -1.0557, 0.3889)  -0.026
O (3.1658, -0.6477, 0.7418)  -0.633
C (-1.2072, 1.1302, 1.2009)  -1.091
H (-2.6263, -0.3730, 0.6361)  0.282
H (-1.0698, -0.9813, 1.0845)  0.184
H (0.2890, 2.9201, -1.1970)  0.091
H (-0.2112, -2.1331, -0.4847)  0.346
H (-0.1241, -1.4830, -2.1724)  0.332
H (1.7926, -0.0105, -1.4884)  0.339
H (1.1774, 0.0016, 0.1115)  0.022
H (1.5198, -1.7849, 0.9845)  0.333
H (-0.0514, 2.3497, -1.5375)  -0.123
H (-1.6027, 1.1726, 2.2187)  0.401
H (-0.1199, 1.2948, 1.2344)  0.239
H (-1.5700, 1.9937, 0.6529)  0.213


[10]
DFT (the ωB97M-V functional and the def2-TZVPD basis) results for 2 unconnected molecules or ions with the total composition C5H12NO.

Calculated values
**Total charge**: -1
**Maximum force**: 5.92 eV Å⁻¹
**Electronic energy**: -8912.523 eV

Each line ends with the Mulliken charge.
Positions of all 19 atoms, in Å:
C (-3.4581, -1.1397, 0.5474)  -0.947
C (-0.2995, 0.9367, -0.7086)  -0.599
C (3.7839, 0.1946, -0.4245)  -0.909
C (-2.3565, -0.4493, -0.2919)  -0.298
C (-1.3370, 0.3586, 0.2371)  0.062
N (2.5306, 0.1229, 0.0755)  -0.540
O (2.4958, 0.0731, 1.6107)  -0.527
H (-3.5208, -0.7974, 1.5930)  0.278
H (-4.3915, -0.9033, -0.1129)  0.231
H (-3.2945, -2.2810, 0.5431)  0.221
H (-0.7016, 0.4912, -1.7232)  0.162
H (-0.2833, 1.9534, -0.7226)  0.295
H (0.6243, 0.5560, -0.5262)  0.091
H (3.6367, 0.5353, -1.4307)  0.289
H (4.5446, 0.9100, 0.0273)  0.236
H (4.4194, -0.8236, -0.5326)  0.161
H (-2.5135, -0.6082, -1.3435)  0.254
H (1.5896, 0.2598, 1.8894)  0.247
H (-1.4686, 0.6111, 1.2931)  0.290


[11]
DFT (the ωB97M-V functional and the def2-TZVPD basis) results for a gas-phase ion, C5H12NO (charge -1).

Calculated values
**Total charge**: -1
**Maximum force**: 5.09 eV Å⁻¹
**SMILES string**: CC[C@@H](C)NC[O-]
**Electronic energy**: -8915.335 eV

Each line ends with the Mulliken charge.
Positions of all 19 atoms, in Å:
C (0.8129, -2.0162, -0.9025)  -1.151
C (-0.1841, -0.8905, -0.6495)  -0.270
C (0.2701, 0.3500, 0.1463)  0.486
C (1.6325, 1.0515, -0.1988)  -1.631
N (-0.7852, 1.3200, 0.1897)  -0.583
C (-2.0415, 0.7805, 1.0196)  -0.453
O (-2.7111, -0.1953, 0.4402)  -0.815
H (0.9773, -2.6382, -0.0386)  0.259
H (0.7283, -2.5597, -1.7463)  0.417
H (1.7611, -1.4279, -1.1268)  0.190
H (-0.7768, -0.6203, -1.5849)  0.340
H (-0.9112, -1.1208, 0.1813)  0.220
H (0.4460, 0.0376, 1.2088)  0.110
H (2.1192, 1.5080, 0.6339)  0.372
H (1.4341, 1.7571, -0.9919)  0.358
H (2.3416, 0.3249, -0.4847)  0.462
H (-0.6868, 2.1816, 0.6804)  0.263
H (-2.7569, 1.7322, 1.1601)  0.261
H (-1.6694, 0.4256, 2.0636)  0.165


[12]
DFT (the ωB97M-V functional and the def2-TZVPD basis) results for 2 unconnected molecules or ions with the total composition C5H12NO.

Calculated values
**Total charge**: -2
**Maximum force**: 3.35 eV Å⁻¹
**Electronic energy**: -8909.950 eV
**Spin multiplicity**: 2
**Expectation value of S²**: 0.76

Each line ends with the Mulliken charge.
Positions of all 19 atoms, in Å:
C (3.2494, 0.1080, 0.6153)  -0.386
O (4.2041, -0.6916, 1.1437)  -0.914
C (1.9771, -0.4684, -0.0104)  -0.291
C (0.9225, 0.5907, -0.3562)  -0.869
C (-0.1531, 0.0170, -1.2358)  -0.220
C (-3.9771, -0.1677, 0.5858)  -0.737
N (-1.5680, 0.2680, -1.2497)  -0.815
H (3.5796, 0.7237, -0.2753)  0.093
H (2.8473, 0.9074, 1.3197)  0.108
H (2.2701, -0.9329, -0.9611)  0.223
H (1.5476, -1.2784, 0.6162)  0.258
H (1.3610, 1.5320, -0.7662)  0.150
H (0.5342, 0.9437, 0.6116)  0.248
H (0.2259, -0.6286, -2.0603)  0.399
H (-1.2610, -0.2025, -0.3017)  -0.077
H (-4.3214, -0.2464, 1.6146)  0.304
H (-2.9447, -0.4747, 0.4559)  0.121
H (-3.9361, 0.8803, 0.2728)  0.229
H (-4.5575, -0.8797, -0.0190)  0.178


Q: Number 4 is which compound?
A: C5H12N5


Q: Among the records above, which one has the lowest electronic energy?
A: number 3


Q: Which of these has the highest maximum force?
A: number 2